[1]
Entry from the OMol25 dataset: a 2-piece molecular cluster, C21H34N5O8 overall in a non-equilibrium geometry (wB97M-V/def2-TZVPD).

## Properties
Orbital gap in eV: 7.3
LUMO level in eV: -2.848
HOMO energy in eV: -10.15

Structure (ORCA input):
```
! RIJCOSX wB97M-V def2-TZVPD def2/J DEFGRID3
* xyz 1 1
O 5.46 -1.00 2.25
O -2.61 3.80 -4.19
O -5.69 3.77 -4.51
O 1.62 1.66 4.07
O -3.16 3.67 -2.00
O -6.61 1.82 -3.83
O 1.23 -1.20 -2.77
O -1.03 -1.46 -1.30
C 4.54 -0.32 2.65
C -3.27 3.30 -3.30
C -5.57 2.66 -4.03
C 2.38 1.96 3.15
C -0.68 -3.67 3.93
C 0.02 0.10 -4.46
C -1.17 0.67 -4.91
C -2.30 -0.20 -2.98
C 0.08 -0.62 -3.26
C -1.10 -0.77 -2.49
C -2.34 0.53 -4.17
N -1.35 -2.82 4.66
N 3.15 3.04 3.25
N -0.05 -3.31 2.82
N 3.76 0.31 1.76
N -0.65 -4.91 4.33
C 2.30 -1.46 -3.70
C -2.26 -1.82 -0.65
C 4.30 -0.21 4.15
C 4.14 3.53 2.30
C -4.21 2.14 -3.60
C -3.64 1.15 -4.64
C -0.03 -1.99 2.18
C 1.18 -1.14 2.59
C 1.28 0.10 1.69
C 2.48 1.05 1.91
H -2.54 4.42 -2.02
H -7.38 2.31 -4.15
H 0.91 0.25 -5.07
H -1.18 1.24 -5.84
H -3.23 -0.31 -2.43
H -1.81 -3.11 5.50
H -1.34 -1.85 4.39
H 3.02 3.57 4.10
H 0.45 -4.04 2.34
H 4.08 0.17 0.82
H -0.15 -5.60 3.81
H -1.13 -5.18 5.17
H 2.79 -0.53 -4.00
H 3.04 -2.11 -3.24
H 1.92 -1.97 -4.60
H -2.76 -0.93 -0.25
H -2.06 -2.51 0.18
H -2.93 -2.33 -1.34
H 4.96 -0.91 4.66
H 3.27 -0.44 4.40
H 4.55 0.80 4.48
H 4.59 4.46 2.67
H 3.67 3.74 1.33
H 4.94 2.80 2.16
H -4.37 1.61 -2.66
H -3.48 1.68 -5.59
H -4.37 0.35 -4.83
H -0.95 -1.43 2.38
H 0.03 -2.14 1.10
H 1.07 -0.85 3.63
H 2.08 -1.74 2.48
H 0.36 0.68 1.79
H 1.33 -0.24 0.65
H 2.44 1.75 1.08
*
```

[2]
Entry from the OMol25 dataset: C56H41N4O4Ru as an isolated structure in a non-equilibrium geometry (wB97M-V/def2-TZVPD).

## Properties
Orbital gap (spin up / spin down) in eV: 3.6 / 3.6
LUMO level (spin up / spin down) in eV: -5.109 / -5.084
HOMO energy (spin up / spin down) in eV: -8.70 / -8.70

Structure (ORCA input):
```
! RIJCOSX wB97M-V def2-TZVPD def2/J DEFGRID3
* xyz 1 1
Ru 0.20 -0.50 0.40
C -8.32 -1.73 -4.34
O -7.04 -1.27 -4.75
C -6.05 -1.28 -3.83
C -4.84 -0.73 -4.24
C -3.77 -0.68 -3.36
C -3.89 -1.18 -2.07
C -5.10 -1.73 -1.67
C -6.18 -1.78 -2.54
C -2.74 -1.09 -1.14
C -1.85 -2.14 -1.10
C -1.95 -3.41 -1.75
C -0.95 -4.20 -1.24
C -0.25 -3.38 -0.30
N -0.77 -2.17 -0.23
C 0.88 -3.65 0.62
C 2.08 -2.81 0.40
C 3.41 -3.12 -0.03
C 4.09 -1.94 -0.03
C 3.17 -0.93 0.41
C 3.42 0.37 0.77
C 4.69 1.01 0.35
C 4.80 1.32 -1.00
C 5.81 2.17 -1.45
C 6.71 2.71 -0.55
O 7.66 3.61 -0.87
C 7.59 4.21 -2.16
C 6.68 2.29 0.78
C 5.67 1.47 1.23
C 2.42 1.21 1.43
N 1.09 1.06 1.26
C 0.47 2.11 1.91
C -0.90 2.40 1.79
C -1.41 3.64 2.42
C -2.54 3.61 3.25
C -3.03 4.76 3.82
C -2.41 5.99 3.58
O -2.97 7.06 4.18
C -2.32 8.32 4.04
C -1.29 6.04 2.76
C -0.80 4.87 2.19
C -1.84 1.64 1.03
C -3.17 2.03 0.67
C -3.66 1.07 -0.18
C -2.64 0.09 -0.32
N -1.55 0.45 0.42
C 1.46 2.87 2.60
C 2.68 2.34 2.27
N 1.94 -1.52 0.65
C 0.61 -4.12 1.91
C -0.69 -4.57 2.27
C -1.00 -4.89 3.56
C 0.00 -4.79 4.55
O -0.21 -5.03 5.83
C -1.51 -5.46 6.25
C 1.31 -4.41 4.21
C 1.61 -4.09 2.92
H -8.95 -1.68 -5.22
H -8.73 -1.09 -3.56
H -8.28 -2.76 -3.99
H -4.75 -0.35 -5.25
H -2.84 -0.23 -3.67
H -5.21 -2.13 -0.67
H -7.12 -2.21 -2.20
H -2.69 -3.69 -2.49
H -0.71 -5.22 -1.49
H 3.77 -4.10 -0.30
H 5.13 -1.78 -0.28
H 4.07 0.92 -1.69
H 5.86 2.40 -2.51
H 8.32 5.02 -2.15
H 6.60 4.61 -2.35
H 7.86 3.50 -2.94
H 7.46 2.66 1.45
H 5.66 1.16 2.27
H -3.01 2.66 3.47
H -3.90 4.74 4.48
H -2.97 9.04 4.52
H -2.20 8.59 2.99
H -1.35 8.31 4.54
H -0.80 6.98 2.55
H 0.04 4.93 1.51
H -3.66 2.94 0.98
H -4.62 1.06 -0.66
H 1.27 3.69 3.27
H 3.64 2.68 2.60
H -1.46 -4.65 1.50
H -1.99 -5.22 3.81
H -1.46 -5.57 7.32
H -1.76 -6.42 5.80
H -2.27 -4.73 5.99
H 2.06 -4.38 4.99
H 2.62 -3.81 2.66
C 0.71 -0.29 -1.46
C 1.07 -0.62 -2.57
C 1.50 -1.01 -3.89
C 0.56 -1.36 -4.86
C 0.97 -1.83 -6.10
C 2.33 -1.96 -6.39
C 3.27 -1.59 -5.44
C 2.86 -1.12 -4.20
H -0.49 -1.26 -4.63
H 0.23 -2.10 -6.85
H 2.64 -2.35 -7.35
H 4.33 -1.68 -5.66
H 3.60 -0.83 -3.45
*
```

[3]
Entry from the OMol25 dataset: C34H32Cl3N5O5SSr as an isolated structure in a non-equilibrium geometry (wB97M-V/def2-TZVPD).

## Properties
Orbital gap in eV: 6.2
LUMO level in eV: -0.298
Energy relative to the best compared isomer or geometry (same formula, charge and spin) in eV: 2.003
HOMO energy in eV: -6.48

Structure (ORCA input):
```
! RIJCOSX wB97M-V def2-TZVPD def2/J DEFGRID3
* xyz 0 1
Sr -0.93 1.53 -1.42
O -2.15 1.01 -7.00
C -2.96 0.00 -6.57
C -3.68 -0.77 -7.49
C -4.41 -1.91 -7.12
C -4.27 -2.35 -5.79
C -3.50 -1.63 -4.89
C -2.90 -0.39 -5.22
C -1.88 0.22 -4.34
O -1.94 -0.02 -3.10
N -1.15 1.16 -4.85
N -0.39 1.84 -3.96
C 0.49 2.75 -4.37
C 1.16 3.83 -3.69
C 1.99 4.64 -4.52
C 2.73 5.70 -4.00
C 2.52 6.06 -2.69
C 1.58 5.41 -1.86
C 0.83 4.30 -2.36
O -0.13 3.70 -1.71
H -1.43 1.25 -6.17
H -3.60 -0.47 -8.48
H -4.92 -2.56 -7.85
H -4.65 -3.33 -5.45
H -3.31 -2.06 -3.88
H 0.94 2.66 -5.37
H 2.08 4.36 -5.59
H 3.57 6.15 -4.57
H 3.04 6.88 -2.30
H 1.43 5.61 -0.80
C -2.94 0.06 2.18
N -4.07 0.96 1.73
C -5.32 0.73 2.44
C -3.94 1.34 0.42
C -5.09 2.00 -0.23
O -2.83 1.32 -0.18
H -2.02 0.52 1.82
H -2.98 -0.95 1.76
H -3.07 -0.02 3.29
H -5.15 0.47 3.50
H -5.96 -0.03 1.98
H -5.74 1.70 2.42
H -4.73 2.14 -1.30
H -5.20 3.04 0.06
H -6.04 1.44 -0.15
Cl -2.73 -3.50 5.67
C -1.11 -3.13 5.16
C -0.58 -3.62 3.97
C 0.52 -2.98 3.47
C 1.35 -2.16 4.28
C 2.67 -1.49 3.90
C 2.79 -1.29 2.39
N 1.91 -0.19 1.90
C 1.62 1.04 2.43
C 0.95 1.74 1.47
N 0.70 0.87 0.41
C 1.34 -0.24 0.63
O 3.75 -2.18 4.59
C 4.22 -3.48 4.16
C 5.44 -3.33 3.23
C 5.60 -3.95 2.04
Cl 4.50 -5.08 1.27
S 7.11 -3.74 1.27
C 7.47 -2.51 2.45
C 6.55 -2.45 3.47
C 0.77 -1.69 5.47
Cl 1.68 -0.80 6.73
C -0.45 -2.22 5.94
H -1.13 -4.32 3.42
H 0.86 -3.19 2.47
H 2.80 -0.52 4.37
H 2.51 -2.25 1.84
H 3.82 -1.15 2.02
H 2.09 1.40 3.34
H 0.57 2.72 1.50
H 1.25 -1.11 0.04
H 3.40 -3.97 3.65
H 4.63 -4.05 5.05
H 8.35 -1.88 2.36
H 6.56 -1.78 4.34
H -0.85 -1.87 6.95
*
```

[4]
Entry from the OMol25 dataset: one molecule with the formula C3H4BrNO in a non-equilibrium geometry (wB97M-V/def2-TZVPD).

## Properties
Orbital gap (spin up / spin down) in eV: 7.8 / 8.3
LUMO level (spin up / spin down) in eV: -0.962 / -0.701
Energy relative to the best compared isomer or geometry (same formula, charge and spin) in eV: 5.665
HOMO energy (spin up / spin down) in eV: -8.79 / -9.04

Structure (ORCA input):
```
! RIJCOSX wB97M-V def2-TZVPD def2/J DEFGRID3
* xyz 0 1
C 0.96 1.21 -0.04
C 0.62 0.62 -1.09
C -0.98 -0.70 0.11
N -0.46 -0.09 1.27
O -0.49 -0.21 -1.14
Br 0.94 -0.93 2.06
H 1.52 1.68 0.70
H 0.86 0.70 -2.08
H -0.94 -1.93 0.14
H -2.03 -0.35 0.06
*
```